{"formula": "C5H7BrClOP", "method": "ωB97M-V/def2-TZVPD", "elements": ["O", "C", "C", "C", "C", "C", "P", "Cl", "Br", "H", "H", "H", "H", "H", "H", "H"], "positions_angstrom": [[-2.12820, 1.55991, 2.20430], [-2.15006, 0.70566, 1.13153], [-0.97441, 0.40799, 0.51803], [-0.97240, -0.60318, -0.62253], [0.04617, -0.74446, -1.57057], [1.36250, -0.08255, -1.22462], [2.00182, -0.87146, 0.56865], [2.35563, -2.75797, 0.48702], [3.72982, 0.70477, 0.40573], [-1.18505, 1.86076, 2.29902], [-3.15424, 0.32670, 0.91631], [-0.23461, 1.06665, 0.75881], [-1.93203, -1.17127, -0.59310], [0.02739, -1.39275, -2.39198], [2.05311, 0.07932, -2.08590], [1.15455, 0.91186, -0.80072]], "forces_ev_per_angstrom": [[0.689, 0.335, -0.440], [1.381, -0.029, 0.472], [-3.876, -2.483, -2.016], [0.891, 0.727, -0.593], [-1.085, 1.261, 3.907], [-0.448, -0.497, 0.599], [-1.268, 4.702, -1.370], [1.146, -2.354, -0.792], [0.254, -0.936, 0.310], [-1.363, -0.335, 0.097], [0.529, -0.045, 0.124], [2.495, 1.170, 0.493], [0.941, 0.346, -0.683], [-0.380, -1.011, -0.885], [-0.168, -0.616, 0.968], [0.262, -0.235, -0.191]], "total_energy_ev": -99198.0915, "max_force_ev_per_a": 5.06, "e_homo_ha": -0.298, "relative_energy_kcal_mol": 21.5, "charge": 0, "smiles": "O/C=C/C=C\\CP(Cl)Br"}

---

{"formula": "C5H7BrO", "method": "ωB97M-V/def2-TZVPD", "elements": ["C", "C", "C", "C", "C", "Br", "O", "H", "H", "H", "H", "H", "H", "H"], "positions_angstrom": [[0.51159, -1.91904, -0.96511], [0.18982, -0.67710, -0.16558], [-0.89702, -0.25005, 0.48220], [-0.68144, 1.07211, 1.07998], [0.55925, 1.43636, 0.29296], [-0.04203, 2.35446, -1.40214], [1.14213, 0.27665, -0.09649], [1.45378, -2.28651, -0.64762], [0.63667, -1.53691, -2.04529], [-0.32383, -2.66682, -1.00835], [-1.89300, -0.69021, 0.46740], [-1.47631, 1.84758, 0.95909], [-0.41967, 0.96962, 2.21959], [1.24005, 2.06988, 0.82936]], "forces_ev_per_angstrom": [[-1.467, 1.752, -1.881], [-1.933, -1.023, 0.289], [-1.749, -1.474, -0.659], [0.342, 0.999, 1.711], [-0.656, 1.122, 0.298], [0.208, 0.235, 0.274], [2.437, -0.334, -0.351], [0.754, -0.776, 0.276], [-0.006, -0.677, 1.433], [0.955, 0.718, 0.484], [0.529, -0.358, 0.122], [0.550, -0.873, 0.179], [-0.421, 0.321, -1.860], [0.457, 0.368, -0.316]], "total_energy_ev": -77387.5159, "max_force_ev_per_a": 2.96, "e_homo_ha": -0.320, "relative_energy_kcal_mol": 0.0, "charge": 0, "smiles": "CC1=CC[C@H](Br)O1"}

---

{"formula": "C5H7BrO", "method": "ωB97M-V/def2-TZVPD", "elements": ["C", "C", "C", "C", "C", "O", "Br", "H", "H", "H", "H", "H", "H", "H"], "positions_angstrom": [[-0.75602, 0.76998, 0.06932], [0.08433, -1.64836, -0.71471], [-0.03472, -1.65557, 0.79041], [0.16387, -0.36742, 0.14197], [-0.14204, 2.15174, -0.12086], [-1.92221, 0.37496, 0.02402], [2.69459, 0.13875, 0.22711], [0.95299, -1.84448, -1.21397], [-0.87992, -1.68805, -1.31821], [-0.99327, -1.85903, 1.26236], [0.74699, -1.79072, 1.39744], [0.21026, 2.10431, -1.08461], [0.68332, 2.32428, 0.55712], [-0.80816, 2.98960, -0.01737]], "forces_ev_per_angstrom": [[-0.934, 0.117, -0.276], [-3.080, 1.845, 1.132], [-2.437, 0.363, -1.492], [1.871, -0.265, -1.132], [-1.475, -0.586, 2.322], [1.433, 1.369, 0.181], [-2.662, -0.397, -0.008], [2.096, -0.897, -0.998], [1.381, -0.060, 1.007], [0.007, 0.246, -0.274], [3.067, -1.550, 1.944], [1.156, 0.132, -2.398], [0.272, -0.326, 0.042], [-0.695, 0.010, -0.051]], "total_energy_ev": -77385.4359, "max_force_ev_per_a": 3.95, "e_homo_ha": -0.364, "relative_energy_kcal_mol": 48.0, "charge": 0}

---

{"formula": "C5H7BrS", "method": "ωB97M-V/def2-TZVPD", "elements": ["C", "C", "C", "C", "C", "S", "Br", "H", "H", "H", "H", "H", "H", "H"], "positions_angstrom": [[-2.29290, -0.54878, -0.27528], [0.91147, 0.90978, -0.22613], [-1.50956, -1.50992, 0.18789], [-0.19250, -1.62760, -0.50471], [1.71355, 1.93746, 0.35862], [0.86372, -0.65489, 0.50888], [-3.96246, -0.54747, 0.54148], [0.50890, 1.00433, -1.15325], [-1.39143, -2.07025, 1.22626], [0.19808, -2.60457, -0.76444], [-0.22928, -1.00233, -1.41106], [2.42992, 1.65812, 0.97907], [1.01132, 2.48391, 1.02776], [1.94116, 2.57222, -0.49508]], "forces_ev_per_angstrom": [[-0.626, -0.947, 1.340], [0.246, -3.656, 1.900], [1.885, -1.262, 1.541], [-0.123, 1.158, -1.789], [-4.172, 2.789, -1.603], [1.520, 1.063, 0.606], [-1.003, 0.656, -0.111], [-1.175, 0.237, -2.537], [-1.376, 1.252, -2.069], [0.041, -0.134, 0.361], [-0.113, -0.707, -0.115], [3.752, -1.351, 2.213], [0.362, 0.433, -0.281], [0.781, 0.468, 0.543]], "total_energy_ev": -86170.1995, "max_force_ev_per_a": 5.27, "e_homo_ha": [-0.323, -0.249], "relative_energy_kcal_mol": 113.1, "charge": 0}

---

{"formula": "C5H7Cl", "method": "ωB97M-V/def2-TZVPD", "elements": ["C", "C", "C", "C", "C", "Cl", "H", "H", "H", "H", "H", "H", "H"], "positions_angstrom": [[-0.76406, -0.15836, -1.96859], [-0.10362, -0.41346, -0.86304], [-0.02472, -0.37093, 0.67436], [-0.31246, 0.88091, 1.47675], [1.21502, -0.60629, -0.14544], [2.10288, -2.06520, -0.25736], [-0.28319, -0.20008, -2.99122], [-1.82901, -0.16550, -2.06810], [-0.53393, -1.20667, 1.05253], [0.24448, 1.83610, 1.24207], [-0.21303, 0.91661, 2.62506], [-1.42802, 1.25098, 1.31040], [1.92968, 0.30189, -0.08743]], "forces_ev_per_angstrom": [[0.930, -1.030, -1.871], [1.513, 1.174, 2.191], [-0.783, 0.392, -1.269], [-1.814, 3.052, 1.100], [0.155, 3.192, -0.624], [0.304, -0.993, 0.126], [-0.186, -0.027, 1.366], [-0.594, 0.574, 0.537], [-0.231, -1.335, 0.786], [-0.123, -1.298, -0.500], [-0.002, -1.085, -1.673], [2.079, -1.065, 0.219], [-1.247, -1.549, -0.389]], "total_energy_ev": -17818.1823, "max_force_ev_per_a": 3.72, "e_homo_ha": -0.357, "relative_energy_kcal_mol": 53.0, "charge": 0, "smiles": "C=C1[C@H](C)[C@H]1Cl"}

---

{"formula": "C5H7Cl", "method": "ωB97M-V/def2-TZVPD", "elements": ["C", "C", "C", "C", "C", "Cl", "H", "H", "H", "H", "H", "H", "H"], "positions_angstrom": [[-0.92351, 1.69978, 0.76732], [-0.35767, 0.80381, -0.00217], [-0.13880, 0.26782, -1.40699], [0.66370, -0.26057, -0.14364], [0.35469, -1.63778, 0.41515], [2.30879, 0.31561, 0.17142], [-0.69436, 1.80706, 1.92374], [-1.56850, 2.37830, 0.30943], [-0.67643, -0.53271, -1.85437], [0.26010, 0.87484, -2.19605], [0.50137, -2.55517, -0.17444], [-0.64601, -1.60818, 0.74719], [0.91662, -1.55281, 1.44342]], "forces_ev_per_angstrom": [[1.330, -0.537, 2.740], [0.402, -1.532, -1.263], [0.947, 0.046, 1.931], [-0.886, 0.948, -0.955], [1.637, 0.974, 2.227], [0.190, -0.130, -0.302], [-0.409, -0.282, -2.682], [-1.191, 1.112, -0.327], [-1.069, -0.476, 0.157], [0.655, 0.510, 0.162], [0.567, 0.621, 0.188], [-1.453, -0.155, 0.068], [-0.720, -1.099, -1.944]], "total_energy_ev": -17818.3505, "max_force_ev_per_a": 3.09, "e_homo_ha": -0.357, "relative_energy_kcal_mol": 49.1, "charge": 0, "smiles": "C=C1C[C@@]1(C)Cl"}

---

Please write out number 5 again, unchanged.
{"formula": "C5H7Cl", "method": "ωB97M-V/def2-TZVPD", "elements": ["C", "C", "C", "C", "C", "Cl", "H", "H", "H", "H", "H", "H", "H"], "positions_angstrom": [[-0.76406, -0.15836, -1.96859], [-0.10362, -0.41346, -0.86304], [-0.02472, -0.37093, 0.67436], [-0.31246, 0.88091, 1.47675], [1.21502, -0.60629, -0.14544], [2.10288, -2.06520, -0.25736], [-0.28319, -0.20008, -2.99122], [-1.82901, -0.16550, -2.06810], [-0.53393, -1.20667, 1.05253], [0.24448, 1.83610, 1.24207], [-0.21303, 0.91661, 2.62506], [-1.42802, 1.25098, 1.31040], [1.92968, 0.30189, -0.08743]], "forces_ev_per_angstrom": [[0.930, -1.030, -1.871], [1.513, 1.174, 2.191], [-0.783, 0.392, -1.269], [-1.814, 3.052, 1.100], [0.155, 3.192, -0.624], [0.304, -0.993, 0.126], [-0.186, -0.027, 1.366], [-0.594, 0.574, 0.537], [-0.231, -1.335, 0.786], [-0.123, -1.298, -0.500], [-0.002, -1.085, -1.673], [2.079, -1.065, 0.219], [-1.247, -1.549, -0.389]], "total_energy_ev": -17818.1823, "max_force_ev_per_a": 3.72, "e_homo_ha": -0.357, "relative_energy_kcal_mol": 53.0, "charge": 0, "smiles": "C=C1[C@H](C)[C@H]1Cl"}

---

- Look up the charge of the sixth one.
  0

---

Copy entry 2 word for word.
{"formula": "C5H7BrO", "method": "ωB97M-V/def2-TZVPD", "elements": ["C", "C", "C", "C", "C", "Br", "O", "H", "H", "H", "H", "H", "H", "H"], "positions_angstrom": [[0.51159, -1.91904, -0.96511], [0.18982, -0.67710, -0.16558], [-0.89702, -0.25005, 0.48220], [-0.68144, 1.07211, 1.07998], [0.55925, 1.43636, 0.29296], [-0.04203, 2.35446, -1.40214], [1.14213, 0.27665, -0.09649], [1.45378, -2.28651, -0.64762], [0.63667, -1.53691, -2.04529], [-0.32383, -2.66682, -1.00835], [-1.89300, -0.69021, 0.46740], [-1.47631, 1.84758, 0.95909], [-0.41967, 0.96962, 2.21959], [1.24005, 2.06988, 0.82936]], "forces_ev_per_angstrom": [[-1.467, 1.752, -1.881], [-1.933, -1.023, 0.289], [-1.749, -1.474, -0.659], [0.342, 0.999, 1.711], [-0.656, 1.122, 0.298], [0.208, 0.235, 0.274], [2.437, -0.334, -0.351], [0.754, -0.776, 0.276], [-0.006, -0.677, 1.433], [0.955, 0.718, 0.484], [0.529, -0.358, 0.122], [0.550, -0.873, 0.179], [-0.421, 0.321, -1.860], [0.457, 0.368, -0.316]], "total_energy_ev": -77387.5159, "max_force_ev_per_a": 2.96, "e_homo_ha": -0.320, "relative_energy_kcal_mol": 0.0, "charge": 0, "smiles": "CC1=CC[C@H](Br)O1"}